The following is a quantum chemistry calculation of 9 unconnected molecules or ions with the total composition C5H30N2O10, from OMol25.

Element x y z (Å)
C 1.714411 -1.887597 1.596315
C 2.619369 -1.156153 2.606936
C 2.988959 0.140595 1.882625
N 3.747364 -0.052651 0.552663
C -0.021620 -1.317769 1.715952
N -0.201109 -0.280686 2.697879
C -1.620642 0.409342 2.626823
O -0.328522 -0.707365 0.411986
H 1.723260 -2.979253 1.718209
H 1.879448 -1.749825 0.532322
H 2.124557 -0.998571 3.534736
H 3.464727 -1.825548 2.982141
H 3.725850 0.913971 2.504404
H 2.244421 0.934783 1.641741
H 3.203789 -0.342789 -0.202211
H 4.413581 -0.806772 0.756611
H 0.562442 0.408974 2.399978
H -2.135442 0.441518 3.566895
H -2.457834 -0.172925 2.184325
H -1.353427 1.450396 2.329922
H 0.627788 3.584048 -0.444700
H 0.360694 3.285243 0.964595
O 0.627494 3.986173 0.378647
H -2.860521 -0.531082 -3.959827
H -2.495710 -0.884567 -2.524720
O -2.123448 -0.337418 -3.298003
H -1.553013 -2.658362 2.394997
H -0.188154 -2.439162 -1.997104
O -0.791732 -2.422544 1.773094
H -1.451018 -2.637857 0.180748
H -1.233319 -4.102495 -0.510313
O -1.342939 -3.050666 -0.721034
H -1.296121 0.805817 -1.570972
H -1.263717 0.602834 0.001699
O -1.295020 1.318140 -0.727860
H -2.258634 2.817272 -0.419204
H -2.683672 4.177834 -0.074016
O -3.119616 3.322996 -0.450314
H -1.289313 2.186396 -3.127647
H -1.474627 3.475275 -2.436717
O -1.016123 3.036605 -3.211577
H -0.792679 0.092363 -4.736974
H 0.304143 0.971605 -4.445677
O 0.099722 0.259652 -5.020524
H 0.032824 -1.275758 -0.293241
H 1.452749 -1.886253 -2.185724
O 0.730381 -2.117746 -1.577880

Atomic forces in eV per Å
-3.331 0.056 1.106
0.303 -0.593 -1.541
3.642 3.216 -0.225
1.085 0.201 3.494
2.989 1.442 -1.356
-0.597 0.305 -0.615
1.795 -0.319 0.226
0.487 -0.717 1.749
-0.423 0.301 0.334
0.523 0.377 0.254
-0.921 0.486 0.631
-0.454 1.086 -1.212
-1.514 -2.406 -1.136
-0.385 -1.250 0.227
-1.377 -0.515 -1.145
-0.154 0.434 -0.437
-1.856 -1.029 0.874
0.833 0.387 1.405
1.191 0.491 -1.413
-1.251 -0.861 -0.347
0.049 -1.187 -2.719
-0.146 -0.326 0.403
-0.001 1.436 2.226
1.445 0.671 0.978
1.104 1.157 -1.353
-2.757 -1.879 0.542
1.911 1.581 -0.650
3.291 0.961 1.074
-2.525 -2.801 1.438
0.401 -0.647 -0.987
-0.406 4.076 -0.763
-0.949 -4.020 1.227
0.010 0.575 1.034
0.294 1.191 -1.655
-0.153 -1.290 0.294
-1.374 -0.551 -0.381
-1.782 -1.642 -0.906
3.029 2.282 1.259
-1.376 -4.062 0.216
0.693 -0.582 -1.348
0.531 4.675 1.041
-0.581 -0.572 0.018
0.837 1.311 0.686
0.056 -0.708 -0.742
0.308 0.061 -0.317
-0.947 -0.153 -0.248
-1.549 -0.651 -1.240

Properties
E	-29123.077	eV
molar mass	278.3	g/mol
structure (SMILES)	CNC(O)(O)CCCN.O.O.O.O.O.O.O.O
relative energy (zero: lowest compared OMol25 entry of this formula, charge and spin)	142.9	kcal per mole
2S+1	1

Charge distribution, natural (NBO) scheme, values in e: -0.41 -0.48 -0.24 -0.83 0.69 -0.68 -0.46 -0.84 0.21 0.21 0.24 0.22 0.20 0.20 0.35 0.34 0.39 0.21 0.21 0.21 0.47 0.46 -0.93 0.49 0.50 -0.98 0.52 0.54 -0.78 0.51 0.49 -1.01 0.48 0.52 -1.02 0.49 0.46 -0.97 0.45 0.48 -0.94 0.47 0.46 -0.94 0.52 0.50 -1.01

***

The following is a quantum chemistry calculation of a molecular structure, C5H12N2, from OMol25.

Element x y z (Å)
C -0.396552 0.418446 0.104610
C 1.702131 -0.617547 0.673436
C 1.017846 -0.782019 -1.793695
C -2.501600 -0.949699 -0.271261
C 0.986805 0.043792 -0.429021
N -1.596715 1.335326 -0.348847
N -1.582677 -0.092076 0.022434
H 1.124261 2.539982 0.890699
H 2.832792 -0.894549 0.487191
H 1.200889 -1.566290 0.633468
H 1.502399 -0.233832 1.586945
H 1.694726 -1.607118 -1.576553
H 1.251655 -0.217781 -2.715502
H -0.002991 -1.051984 -1.892327
H 1.118145 2.986357 1.578044
H -3.392315 -0.484803 -0.675933
H -2.257309 -1.975705 -0.404761
H 1.527892 1.085649 -0.482972
H -1.895416 1.916626 0.393739

Atomic forces in eV per Å
2.291 2.051 -0.300
2.359 -3.711 -2.456
0.255 1.551 1.422
-3.117 -2.526 -1.326
0.696 4.318 -1.813
2.788 -2.014 -1.755
-0.913 2.792 1.766
-0.048 1.277 1.930
-2.163 1.035 0.295
0.048 -1.246 0.765
-0.156 1.521 2.859
-0.191 -0.185 -0.658
0.304 -0.161 0.757
-0.818 -1.068 -0.424
0.047 -1.171 -1.848
-0.016 -0.508 -0.017
0.054 -0.605 -0.133
-1.130 -1.626 -0.690
-0.288 0.277 1.626

Properties
E	-8350.926	eV
molar mass	100.2	g/mol
relative energy (zero: lowest compared OMol25 entry of this formula, charge and spin)	101.6	kcal per mole
2S+1	3
⟨S²⟩	2.006

Charge distribution, natural (NBO) scheme, values in e: 0.39 -0.59 -0.61 -0.26 -0.30 -0.49 -0.34 -0.02 0.21 0.19 0.22 0.21 0.23 0.21 0.01 0.19 0.18 0.22 0.34

***

What is the molar mass in the second record?
100.2 g/mol